Entry from the OMol25 dataset: a cluster of 7 separate species, C19H50ClNO11S in total (the ωB97M-V functional and the def2-TZVPD basis).

Output
Structure (SMILES): COCOC(=O)NCCCCS(=O)(=O)Cl.CCO.CCO.CCO.CCO.CCO.CCO
Gap between HOMO and LUMO, eV: 10.07
Highest occupied orbital energy, eV: -9.793
Charge: 0

Geometry as XYZ:
```
83
Properties=species:S:1:pos:R:3:forces:R:3:lowdin_charge:R:1
Cl 2.846 2.003 2.355 0.2151 -0.0533 0.2128 0.40
S 1.148 2.145 1.219 -0.5251 0.0722 -0.0542 0.34
O 0.151 1.356 1.872 0.2169 0.1820 -0.0428 -0.33
O 6.327 0.964 0.794 -0.0050 0.1185 -0.0351 -0.10
O 7.336 2.772 -1.510 -0.0516 0.1302 0.0054 -0.09
O 9.216 -2.217 0.812 0.0553 -0.0189 -0.0332 -0.10
O -5.916 -2.199 -0.401 -0.1029 0.0266 -0.0866 -0.09
O -2.830 0.104 0.950 -0.3860 -0.2011 -0.0009 0.05
O 0.937 3.539 0.983 0.1169 -0.1736 0.0347 -0.32
O -1.110 -1.093 0.116 0.3686 -0.2316 0.1425 0.10
O -2.669 -4.166 1.517 -0.0149 0.0035 -0.0349 -0.09
O -8.483 2.152 -0.562 0.0055 -0.0479 0.0243 -0.09
O -4.217 -0.718 2.571 0.0973 -0.1494 0.1630 -0.13
N -2.402 0.197 -1.251 0.1431 0.5535 0.1719 0.08
C -6.988 -2.209 -1.336 0.0208 0.1270 0.0876 -0.31
C 6.822 4.092 -1.411 0.0117 -0.1159 0.0402 -0.33
C -7.019 -0.950 -2.182 0.0609 0.0332 0.0361 -0.09
C -3.378 -3.924 0.299 0.2059 -0.0108 -0.0021 -0.32
C 11.543 -2.062 0.079 -0.0471 -0.0786 0.0253 -0.09
C -10.425 0.675 -0.407 0.0674 -0.0055 -0.0600 -0.09
C 0.937 1.892 -1.512 -0.0649 -0.2887 -0.0238 -0.20
C -2.907 -0.714 2.140 0.1079 0.0531 0.1330 -0.19
C 6.330 -0.427 1.132 -0.1320 0.0132 -0.0090 -0.29
C 10.147 -1.475 0.025 0.0211 0.0160 0.0910 -0.32
C -1.287 0.726 -2.037 -0.1463 -0.1780 -0.1955 -0.17
C -4.572 0.356 3.428 -0.1422 0.0288 -0.0833 -0.08
C -9.411 1.534 0.325 -0.0495 0.0454 -0.0786 -0.32
C 7.222 4.772 -0.115 0.0407 -0.0355 0.0029 -0.09
C 5.017 -1.084 0.757 -0.0539 0.0915 -0.0793 -0.08
C 1.686 1.360 -0.282 0.4313 -0.1173 -0.3851 -0.28
C -2.958 -4.880 -0.800 0.0323 -0.0518 0.0650 -0.08
C -2.034 -0.333 -0.032 -0.1360 -0.0060 -0.1631 -0.61
C -0.596 1.946 -1.391 0.0103 0.0604 -0.3697 -0.17
H 7.224 4.635 -2.266 -0.0162 0.0147 -0.0173 0.11
H 1.182 1.183 -2.311 0.0949 0.1828 -0.0037 0.12
H -1.893 -4.771 -1.022 -0.0088 0.0392 -0.0377 0.07
H -8.977 2.714 -1.167 0.0207 -0.0013 -0.0050 0.08
H 1.591 0.279 -0.144 -0.2618 0.1457 0.1503 0.11
H -2.604 -1.734 1.908 -0.1032 0.0970 -0.0563 0.12
H 5.729 4.079 -1.509 -0.0078 0.0598 -0.0232 0.10
H -7.941 -2.337 -0.809 -0.0299 -0.0417 -0.0520 0.10
H 7.158 -0.880 0.595 0.0506 0.0501 0.0072 0.09
H -9.918 -0.093 -0.993 -0.0004 -0.0140 0.0176 0.06
H -3.170 0.847 -1.149 0.0082 -0.0175 -0.0403 0.14
H 8.308 4.801 -0.024 0.0026 0.0154 -0.0089 0.08
H 5.017 -2.146 1.006 0.0124 0.0040 0.0220 0.08
H 2.753 1.582 -0.370 -0.1147 0.0307 0.0182 0.09
H -9.918 2.295 0.927 0.0048 -0.0304 0.0461 0.11
H -3.792 0.534 4.175 -0.0185 0.0417 -0.0702 0.09
H -11.105 0.189 0.293 -0.0052 0.0091 0.0096 0.08
H -5.489 0.068 3.944 0.0763 -0.0070 -0.0742 0.09
H -1.731 -4.046 1.332 0.0049 0.0053 0.0055 0.08
H 4.837 -0.978 -0.314 0.0323 -0.0432 -0.0133 0.08
H 11.930 -2.047 1.101 0.0202 0.0363 -0.0066 0.07
H -4.434 -4.039 0.526 -0.0019 0.0379 0.0793 0.10
H -7.164 -0.067 -1.556 -0.0551 0.0110 -0.0262 0.06
H -6.077 -0.831 -2.719 -0.0048 -0.0324 -0.0196 0.07
H 6.831 4.223 0.745 -0.0222 0.0171 0.0032 0.07
H 6.982 2.264 -0.769 0.0534 -0.2287 0.0665 0.04
H 9.521 -2.202 1.725 -0.0115 -0.0177 -0.0041 0.08
H -4.763 1.269 2.856 0.1020 0.0078 0.0629 0.09
H 12.229 -1.495 -0.552 -0.0014 0.0160 0.0028 0.07
H -1.678 0.994 -3.023 0.0479 -0.0650 0.0845 0.12
H -3.217 -2.890 -0.019 -0.1072 -0.0112 -0.0659 0.09
H 11.533 -3.099 -0.259 0.0040 0.0068 -0.0228 0.08
H -6.031 -1.437 0.179 0.1098 -0.0287 0.0659 0.08
H 10.159 -0.429 0.350 -0.0045 0.0194 -0.0545 0.11
H -2.232 -0.272 2.882 -0.0678 -0.0218 -0.0619 0.14
H -8.810 0.924 0.999 0.0166 0.0098 0.0196 0.11
H -11.020 1.281 -1.094 -0.0290 0.0045 0.0268 0.07
H 6.839 5.793 -0.071 -0.0139 -0.0004 -0.0018 0.07
H -0.921 2.034 -0.353 0.0410 -0.0240 -0.0150 0.09
H -6.831 -3.090 -1.959 -0.0003 -0.0245 0.0113 0.11
H -3.518 -4.689 -1.717 -0.0008 0.0185 0.0014 0.07
H 5.609 1.378 1.284 -0.0068 0.0433 0.0006 0.05
H 6.523 -0.538 2.204 0.0349 -0.0454 -0.0120 0.11
H 1.360 2.851 -1.813 -0.1018 0.0104 0.2145 0.11
H 4.187 -0.605 1.283 -0.0226 -0.0684 0.0607 0.05
H -7.833 -0.986 -2.909 -0.0084 0.0005 -0.0003 0.07
H 9.758 -1.502 -0.992 -0.0206 0.0104 -0.0060 0.11
H -0.580 -0.091 -2.194 -0.0553 0.0386 0.1234 0.12
H -0.949 2.853 -1.890 0.0185 -0.0511 0.1160 0.12
H -3.130 -5.912 -0.492 -0.0256 -0.0003 -0.0158 0.07
```
Forces are in eV/Å.